[1]
The following is a quantum chemistry calculation of a single C2H4N2S3 molecule in a non-equilibrium geometry, from the OMol25 dataset.

Structure (XYZ):
```
11
Properties=species:S:1:pos:R:3:lowdin_charge:R:1
H -1.0710 -1.9277 -1.1804 0.1151
H 2.0194 2.6752 0.8810 -0.1037
S -1.0193 0.1540 0.2575 0.7835
H 1.1197 0.2851 1.7165 0.1475
N 1.5167 -0.6759 -0.0459 -0.8066
C 0.8169 0.5670 0.5538 -0.9947
H -0.9149 -2.1434 0.6514 0.0426
S 1.2147 2.1397 -0.0781 0.7076
C -0.5761 -1.6096 -0.1873 -0.4460
S 3.0949 -0.6430 -0.2272 0.6144
N 0.8519 -1.7112 -0.2066 -0.0595
```

Values from the calculation:
- Calculated total energy: -1382.5680 Ha
- Orbital gap: 8.3843 eV
- E_HOMO: -0.321 Ha
- SMILES: [S-][N+]1=NCS[C@@H]1S
- Energy above the lowest of the compared OMol25 structures with the same formula, charge and spin: 65.3 kcal/mol


[2]
The following is a quantum chemistry calculation of a single C9H7NO4 molecule in a non-equilibrium geometry, from the OMol25 dataset.

Structure (XYZ):
```
21
Properties=species:S:1:pos:R:3:lowdin_charge:R:1
C 1.4838 0.5217 -0.3482 -0.1813
C 0.3008 0.2638 -1.1777 -0.1464
N -4.2296 1.9288 0.2272 0.1757
O -0.7490 1.2920 -0.8123 -0.0557
O -0.4744 -0.9376 -0.7837 0.0137
O 3.0721 0.7547 1.2500 0.0374
C 3.1826 1.7745 0.4081 -0.1139
H 1.9077 2.5476 -1.2816 0.1481
C 2.2404 1.6941 -0.6109 -0.0054
O -2.3679 -1.6664 0.2017 0.0084
H -0.5151 -2.5512 0.1974 0.1137
H 3.9656 2.4704 0.5675 0.1154
C 2.0064 0.0250 0.7963 -0.0429
H 1.6043 -0.8188 1.3503 0.1372
H -1.9527 -3.5542 0.1398 0.0846
C -2.0839 0.6996 -0.1349 -0.0374
H -1.4833 -2.6853 1.7280 0.1173
C -1.5580 -2.7053 0.6189 -0.0547
H 0.6282 0.2282 -2.1735 0.1468
C -3.2510 1.3400 0.1227 -0.1919
C -1.7269 -0.6212 -0.2851 -0.2688
```

Values from the calculation:
- Calculated total energy: -702.6902 Ha
- Orbital gap: 9.2526 eV
- E_HOMO: -0.319 Ha
- SMILES: COC1=C(C#N)O[C@@H](c2ccoc2)O1
- Energy above the lowest of the compared OMol25 structures with the same formula, charge and spin: 103.9 kcal/mol


[3]
The following is a quantum chemistry calculation of 9 unconnected molecules or ions with the total composition C16H50O16 in a non-equilibrium geometry, from the OMol25 dataset.

Structure (XYZ):
```
82
Properties=species:S:1:pos:R:3:lowdin_charge:R:1
O -1.4943 -1.2733 -2.4881 -0.0793
H 1.4444 -3.0887 -3.1504 0.0432
C -0.7051 3.0990 -2.3495 -0.2549
O 0.4792 -3.1537 -3.1222 -0.0860
H -0.3528 1.6003 0.5338 0.1170
H -0.9592 4.0969 -4.1863 0.1173
C -1.2619 3.1328 -3.7720 -0.2579
H 4.0690 -0.8212 -1.9007 0.1090
C 0.5057 1.0370 0.9030 -0.1785
C 3.5731 0.4527 2.6904 -0.1352
C -1.2130 -4.7319 4.2248 -0.2300
H -2.2940 0.2633 5.0531 0.0715
C -2.8956 2.4343 3.0309 -0.2562
C 3.7456 -1.8696 -1.8352 -0.2044
H 3.8594 -2.2073 -3.7603 0.0952
C -3.2029 1.0287 3.4972 -0.2457
O 3.1015 1.8544 -1.6051 -0.1517
H 2.7781 1.8327 -2.5129 0.0667
H -4.2976 -0.0947 -0.7452 0.1301
H 0.3252 -0.5948 -3.1346 0.1083
H -4.3671 3.9248 -1.0748 0.1071
C 0.1205 -4.1559 3.7717 -0.2233
O -1.5470 2.7894 3.2288 -0.0710
H 4.4030 -4.6507 -1.3319 0.0875
H -1.0365 -1.8196 -1.8284 0.0874
H 4.5069 0.2430 3.2164 0.0835
H -2.9150 0.8853 -0.2164 0.1133
H -0.4957 -2.3391 3.6808 0.0849
H 0.6208 -2.2490 -4.9716 0.1187
O -2.9970 0.8971 4.9085 -0.0601
H 3.3176 1.8439 4.0749 0.0860
H 1.4423 1.5869 0.8269 0.1149
H -1.0571 -0.4429 -4.2962 0.1244
O -3.7393 3.2108 -0.9192 -0.0768
H -0.9603 -2.9619 -4.5181 0.1202
H 3.0100 -0.4778 2.6207 0.0770
H 5.4844 -3.0370 -2.3289 0.1197
O -1.5376 -4.1184 5.4798 -0.0765
H 2.9423 -1.9371 -1.1054 0.1124
H 1.4854 -0.8193 0.5584 0.1100
O -3.2642 0.7884 -2.2668 -0.0825
C -4.5701 2.0614 -0.6741 -0.2079
H 3.8366 0.8149 1.6941 0.0759
C -3.7428 0.8267 -0.9346 -0.2238
H -2.9411 2.3221 -3.1869 0.0398
H -2.7667 -0.0465 -2.3597 0.0572
H -1.1758 -5.8143 4.3776 0.1174
H 4.0898 3.2553 -0.4985 0.0743
H -0.8101 2.3357 -4.3816 0.1042
H -3.5176 3.1026 3.6352 0.1225
O -0.5558 -1.0706 0.3483 -0.0549
H -4.2586 0.7859 3.3251 0.1146
H -3.1805 2.5533 1.9749 0.1007
C -0.5754 -1.0662 -3.5426 -0.2271
H -2.5790 0.3187 2.9439 0.1084
C 0.6048 -0.2981 0.1666 -0.2350
O 2.8009 1.4304 3.3835 -0.1211
O -0.1021 -2.9456 3.0392 -0.0774
H -2.1364 3.9863 -1.4399 0.0427
H -1.9370 -4.7590 6.0693 0.0786
H -0.5258 -1.4259 1.2447 0.0626
H 4.8224 2.9683 -2.0405 0.0757
C 3.8546 3.0807 -1.5504 -0.1356
O 4.4523 -3.9092 -0.7228 -0.0545
H 5.6482 -2.2245 -0.8187 0.1170
C -0.1068 -2.3759 -4.1694 -0.2169
H -5.4526 2.1043 -1.3196 0.1264
H 3.2275 3.9064 -1.8807 0.0798
O 0.1469 0.7849 2.2771 -0.0975
H -4.9325 2.0659 0.3562 0.1100
H 0.9254 0.8397 2.8491 0.0641
O 3.1570 -2.2127 -3.1000 -0.0893
O -1.1920 4.1813 -1.5716 -0.0669
H 0.3868 3.1627 -2.4109 0.1039
H -0.9392 2.1487 -1.8477 0.1016
H -0.9636 2.1186 2.8065 0.0445
C 4.9182 -2.7651 -1.4260 -0.2340
H -1.9870 -4.5302 3.4832 0.1189
O -2.6607 3.0139 -3.8194 -0.0792
H 0.7442 -0.0619 -0.8892 0.1050
H 0.7473 -3.9909 4.6475 0.1199
H 0.6247 -4.8305 3.0828 0.1197
```

Values from the calculation:
- Calculated total energy: -1843.3068 Ha
- Orbital gap: 9.1796 eV
- E_HOMO: -0.331 Ha
- SMILES: OCCO.OCCO.OCCO.OCCO.OCCO.OCCO.OCCO.CO.CO
- Energy above the lowest of the compared OMol25 structures with the same formula, charge and spin: 0.0 kcal/mol